Density functional theory data (ωB97M-V with the def2-TZVPD basis set) for a structure of composition C4H10N in a non-equilibrium geometry.

M = 72.1 g/mol
HOMO level = -14.2 eV

Structure (ORCA input):
```
! wB97M-V def2-TZVPD RIJCOSX def2/J DEFGRID3
* xyz 1 1
C 0.3677 -1.7265 -2.0423
C -0.4815 -0.9347 0.3438
C -0.1086 -0.8739 -1.1736
C -1.1780 0.1838 0.8239
N 0.8407 1.7743 1.1511
H 0.6402 -2.7799 -1.6763
H 0.6039 -1.3646 -3.0642
H -0.1891 -1.7407 1.0558
H -0.2130 0.1405 -1.5453
H -0.2053 0.9638 0.8894
H -1.5404 0.0215 1.8468
H -1.7866 0.7606 0.1416
H 1.3362 1.4453 0.2514
H 1.3468 1.3767 1.9229
H 0.5670 2.7537 1.0750
*
```